No. 1
Entry from OMol25: 2 unconnected molecules or ions with the total composition C9H9N2O in a non-equilibrium geometry (ωB97M-V/def2-TZVPD).

Last column: Löwdin charge in e.
CARTESIAN COORDINATES (ANGSTROEM)
C  -1.488  1.711  0.415  -0.228
C  2.972  -0.042  -0.570  0.025
C  2.312  1.144  -0.902  0.033
C  2.401  -1.007  0.320  0.049
C  1.050  1.347  -0.336  0.054
C  1.100  -0.739  0.804  -0.044
C  -1.638  -1.091  -0.337  -0.175
C  -3.085  -1.069  -0.287  0.016
C  -0.883  0.490  0.820  -0.128
N  -2.019  2.689  0.061  0.207
N  0.487  0.396  0.484  -0.076
O  -0.742  -1.738  -0.741  0.181
H  3.913  -0.197  -1.002  0.107
H  2.814  1.802  -1.477  0.090
H  2.925  -1.809  0.768  0.113
H  0.418  2.150  -0.723  0.137
H  0.952  -1.034  1.851  0.170
H  -3.564  -1.398  -1.214  0.123
H  -3.426  -1.915  0.230  0.100
H  -3.452  -0.063  -0.031  0.105
H  -1.048  0.373  1.868  0.140

Forces on the atoms, in the same order (eV/Å):
-1.5 2.3 -1.0
-1.5 -1.1 1.0
-2.1 -3.2 3.2
-1.3 2.7 -0.9
0.4 -0.9 -1.4
3.8 0.2 1.7
2.4 0.8 1.0
-0.6 1.2 -1.7
-1.3 -1.0 -1.0
0.9 -1.9 0.6
0.4 1.8 -1.9
-1.5 0.7 0.4
1.3 -0.4 -0.3
1.1 2.4 -1.9
0.6 -0.7 -0.1
0.1 -0.1 0.7
-1.1 -1.0 -0.8
0.5 0.5 -0.7
-0.4 -0.8 2.0
-0.1 -0.8 0.3
-0.2 -0.7 0.7

Relative energy (zero: lowest compared OMol25 entry of this formula, charge and spin), kcal per mole: 55.4
Charge: +1

---

No. 2
Entry from OMol25: a gas-phase ion, C10H10N3 (charge +1) in a non-equilibrium geometry (ωB97M-V/def2-TZVPD).

Last column: Löwdin charge in e.
CARTESIAN COORDINATES (ANGSTROEM)
C  -2.343  -0.135  -0.854  -0.017
C  -1.053  -0.450  -0.188  -0.240
C  -0.941  -1.666  0.477  0.048
C  0.265  -2.106  1.015  -0.035
C  1.333  -1.290  1.235  0.049
C  1.206  -0.002  0.590  -0.149
N  2.256  0.833  0.596  0.203
N  3.083  1.091  1.436  0.132
C  4.237  1.108  1.930  -0.014
C  5.137  0.115  1.381  -0.130
N  5.594  -0.689  0.662  0.204
C  0.042  0.377  -0.184  -0.169
C  0.007  1.658  -0.846  -0.045
H  -2.116  0.683  -1.725  0.141
H  -2.800  -1.070  -1.233  0.099
H  -2.946  0.263  -0.039  0.100
H  -1.770  -2.295  0.516  0.117
H  0.425  -3.144  1.283  0.128
H  2.153  -1.622  1.770  0.101
H  4.412  1.610  2.797  0.105
H  -0.088  1.414  -1.899  0.098
H  -0.800  2.403  -0.404  0.157
H  0.991  2.265  -0.667  0.115

Forces on the atoms, in the same order (eV/Å):
0.8 1.6 -1.8
0.0 -1.2 0.3
1.6 0.9 -0.5
0.5 -1.2 0.8
-2.5 2.0 -1.9
0.0 -1.4 0.6
0.2 1.7 0.1
-1.2 -0.5 -0.3
0.1 -2.5 -1.9
0.8 -1.3 -2.1
-0.7 1.7 1.9
1.4 -0.4 1.4
1.0 3.8 0.9
-1.2 -2.1 2.1
0.1 0.8 0.0
-0.6 0.4 -0.5
-1.3 -1.1 0.0
-0.6 0.0 0.3
1.8 -0.4 0.7
0.6 1.7 2.1
-0.4 0.8 -0.4
1.2 -1.8 -1.3
-1.7 -1.3 -0.6

Structure (SMILES): Cc1cccc(N=[N+]=CC#N)c1C
Relative energy (zero: lowest compared OMol25 entry of this formula, charge and spin), kcal per mole: 63.0
Charge: +1

---

No. 3
Entry from OMol25: a single C2H3N3O molecule in a non-equilibrium geometry (ωB97M-V/def2-TZVPD).

Last column: Löwdin charge in e.
CARTESIAN COORDINATES (ANGSTROEM)
O  1.499  -1.006  -1.128  0.065
C  0.516  -0.372  -0.467  -0.410
C  -0.782  0.079  -0.974  -0.068
N  -1.413  0.501  0.160  -0.022
N  -0.544  0.456  1.127  -0.085
N  0.596  -0.175  0.830  0.111
H  2.217  -1.191  -0.498  0.120
H  -1.221  1.155  -1.120  0.141
H  -0.865  0.554  2.070  0.148

Forces on the atoms, in the same order (eV/Å):
-0.1 0.3 -0.1
-0.2 0.6 0.1
-0.1 0.9 0.9
0.0 0.0 1.3
-0.3 -1.0 0.7
0.1 -0.2 -0.3
-0.3 0.1 -0.2
0.9 -0.8 -2.9
0.2 0.1 0.4

Structure (SMILES): Oc1cn[nH]n1
Relative energy (zero: lowest compared OMol25 entry of this formula, charge and spin), kcal per mole: 91.4

---

No. 4
Entry from OMol25: 2 unconnected molecules or ions with the total composition C13H25BrF6O4PS in a non-equilibrium geometry (ωB97M-V/def2-TZVPD).

Last column: Löwdin charge in e.
CARTESIAN COORDINATES (ANGSTROEM)
C  -0.853  3.910  1.505  -0.124
C  -1.425  2.407  1.959  -0.356
C  -1.151  2.252  3.600  -0.098
C  -3.015  2.230  1.600  -0.265
C  -3.419  3.136  0.258  -0.117
C  -3.446  0.668  1.212  -0.168
O  -2.494  0.216  0.186  -0.181
C  -2.479  -1.246  0.034  -0.329
C  -1.355  -1.571  -1.150  -0.084
C  -0.297  -2.757  -0.753  -0.273
C  0.453  -3.232  -2.136  -0.184
C  0.836  -2.017  -3.167  -0.273
C  1.886  -0.905  -2.580  -0.560
Br  3.196  -0.237  -3.971  0.646
C  0.859  -2.329  0.328  -0.220
O  0.497  -2.522  1.741  -0.334
S  -0.758  -1.407  2.035  1.047
O  -1.061  -1.531  3.560  -0.442
O  -2.155  -1.999  1.257  -0.312
H  0.275  3.939  1.889  0.088
H  -1.535  4.715  2.011  0.083
H  -0.774  4.021  0.327  0.081
H  -0.708  1.634  1.452  0.121
H  -0.050  2.655  3.771  0.086
H  -1.184  1.098  3.840  0.064
H  -1.972  2.880  4.152  0.079
H  -3.613  2.605  2.563  0.144
H  -3.477  4.288  0.505  0.080
H  -4.439  2.812  -0.223  0.074
H  -2.582  2.915  -0.565  0.095
H  -4.578  0.659  0.834  0.139
H  -3.415  0.073  2.220  0.131
H  -3.519  -1.605  -0.417  0.180
H  -1.860  -1.767  -2.211  0.134
H  -0.719  -0.576  -1.298  0.125
H  -0.895  -3.686  -0.318  0.156
H  1.352  -3.949  -1.868  0.125
H  -0.333  -3.921  -2.713  0.122
H  1.383  -2.531  -4.096  0.103
H  -0.090  -1.452  -3.632  0.108
H  1.282  0.048  -2.199  0.075
H  2.535  -1.270  -1.667  0.070
H  1.834  -2.950  0.033  0.155
H  1.105  -1.182  0.121  0.132
F  7.096  -1.458  -0.881  -0.151
P  6.023  -0.361  -1.147  -0.035
F  5.399  -1.316  -0.085  -0.156
F  7.116  0.705  -0.833  -0.152
F  6.501  -0.331  -2.629  -0.152
F  5.280  0.815  -0.443  -0.152
F  4.743  -0.576  -2.009  -0.329

Forces on the atoms, in the same order (eV/Å):
0.5 -1.2 0.1
0.8 0.8 0.6
0.2 -0.3 -1.7
-0.3 0.1 -1.1
0.5 -0.2 -0.1
-0.4 1.5 1.5
-1.2 -2.2 1.5
0.5 0.1 -2.7
0.7 1.0 0.2
-0.2 -0.6 -0.4
-1.2 -0.4 -0.3
1.3 -0.3 -1.0
-0.9 0.3 1.3
-2.1 -0.4 -0.1
0.6 0.7 -2.3
-1.8 0.8 -1.2
-0.3 -0.5 4.5
0.9 -0.1 -5.4
0.4 1.0 -0.4
-2.6 0.3 -0.6
1.5 -1.3 -1.1
-0.5 -0.1 2.6
-1.7 1.3 0.7
-2.4 -0.8 0.0
-0.1 2.4 -0.1
1.8 -1.3 -0.7
1.0 -1.0 -2.2
0.3 -2.4 -0.6
1.9 0.5 1.2
-1.9 0.7 1.8
2.5 0.0 0.5
0.2 0.6 -2.1
2.0 0.5 1.7
0.9 0.2 2.5
-1.4 -2.0 0.4
1.3 1.9 -0.9
-1.6 1.7 -0.7
1.7 1.5 1.2
-1.2 1.1 2.0
1.7 -1.3 1.2
1.4 -2.0 -0.9
-1.1 0.6 -2.2
-2.2 1.3 1.3
-0.4 -2.3 0.6
4.9 -2.5 -1.6
0.6 0.2 0.2
-4.4 -1.1 3.9
5.6 1.3 0.3
4.1 1.1 -3.8
-5.2 2.4 1.4
-4.9 -1.7 0.8

E, Eh: -4723.9392
Charge: -1